# 1
Molecular formula: C10H16O
Method: DFT, ωB97M-V/def2-TZVPD

Last column: Löwdin charge in e.
Cartesian coordinates (Å):
C1 -1.0270 3.3621 -2.2206  -0.067
C2 -0.2617 2.4553 -1.3329  -0.299
C3 0.2165 1.2280 -1.8484  -0.029
C4 0.9410 0.3803 -1.0403  -0.034
C5 1.3178 0.7872 0.2482  -0.333
O1 2.2655 -0.0437 0.7969  0.033
C6 0.8845 1.9761 0.8026  -0.011
C7 0.0434 2.7607 -0.0249  -0.049
H1 -1.3938 4.2038 -1.6311  0.076
H2 -1.8711 2.8218 -2.6684  0.083
H3 -0.4948 3.7241 -3.1015  0.081
H4 0.0609 0.9840 -2.8860  0.112
H5 1.1580 -0.6256 -1.3702  0.113
H6 2.5002 0.2178 1.6955  0.106
H7 1.3033 2.3219 1.7357  0.109
H8 -0.3924 3.6397 0.4344  0.106
C8 0.5235 -3.6233 1.1817  -0.103
C9 -0.4505 -2.6133 0.5147  -0.299
C10 -1.4644 -2.0129 1.5057  -0.127
H9 0.1383 -3.6528 2.2066  0.058
H10 1.5628 -3.3404 1.3675  0.061
H11 0.5010 -4.5735 0.6578  0.060
H12 0.0348 -1.7022 0.1613  0.052
H13 -0.9024 -3.1207 -0.3386  0.096
H14 -2.0691 -2.7763 2.0039  0.068
H15 -0.9391 -1.3645 2.2056  0.070
H16 -2.1854 -1.4135 0.9449  0.066

Atoms 1-2, force components in eV/Å:
C -0.94 0.15 -0.24
C 0.90 -1.00 -0.31

## Properties
E_tot in a.u.: -465.850092
HOMO level in eV: -8.370
Charge: 0

# 2
Molecular formula: C40H27AsF5N2O2Pt
Method: DFT, ωB97M-V/def2-TZVPD

Last column: Löwdin charge in e.
Cartesian coordinates (Å):
Pt1 0.3104 -0.3641 0.2009  1.577
O1 0.2497 1.5072 -0.4786  -0.270
C1 1.1275 2.4677 -0.2783  -0.313
C2 0.6942 3.8003 -0.2810  0.008
C3 1.6155 4.8147 -0.1530  -0.023
C4 2.9900 4.5578 -0.0301  -0.057
C5 3.4330 3.2629 -0.0424  -0.014
C6 2.5138 2.1990 -0.1582  -0.149
C7 2.9956 0.8701 -0.1131  -0.062
N1 2.2876 -0.2227 -0.1167  -0.130
C8 3.0447 -1.4652 0.1502  -0.152
C9 2.1411 -2.6946 0.1461  -0.148
N2 0.7064 -2.3241 0.1103  -0.126
C10 -0.1298 -3.3171 0.0184  -0.039
C11 -1.5422 -3.2639 0.0654  -0.139
C12 -2.2847 -4.4547 0.2241  -0.018
C13 -3.6419 -4.3903 0.3784  -0.057
C14 -4.2796 -3.1360 0.3834  -0.021
C15 -3.5845 -1.9639 0.2105  0.015
C16 -2.1988 -2.0141 0.0039  -0.339
O2 -1.5325 -0.9316 -0.3282  -0.264
H1 -0.3604 4.0067 -0.4063  0.098
H2 1.2665 5.8396 -0.1449  0.121
H3 3.6877 5.3762 0.0748  0.113
H4 4.4899 3.0394 0.0407  0.123
H5 4.0770 0.7446 -0.0651  0.154
H6 3.5123 -1.3684 1.1311  0.126
H7 3.8383 -1.5550 -0.5906  0.131
H8 2.3204 -3.2569 1.0625  0.130
H9 2.3511 -3.3551 -0.6941  0.128
H10 0.3204 -4.3038 -0.0868  0.151
H11 -1.7672 -5.4063 0.2407  0.121
H12 -4.2221 -5.2927 0.5083  0.112
H13 -5.3516 -3.0907 0.5290  0.120
H14 -4.0822 -1.0037 0.2068  0.104
F1 -2.0020 -0.9739 2.3576  0.115
C17 -0.9203 -0.4689 2.9380  -0.209
C18 0.1941 -0.0752 2.2026  -0.079
C19 1.2399 0.4732 2.9397  -0.203
F2 2.3763 0.8882 2.3642  0.090
C20 1.1864 0.6260 4.3152  -0.140
F3 2.2172 1.1636 4.9570  0.145
C21 0.0672 0.2202 5.0144  -0.130
F4 0.0071 0.3601 6.3271  0.162
C22 -0.9879 -0.3310 4.3157  -0.135
F5 -2.0767 -0.7275 4.9602  0.152
C23 -3.1148 5.3879 -3.5642  -0.085
C24 -2.8956 4.0697 -3.9380  -0.084
C25 -2.7439 3.0885 -2.9684  -0.128
C26 -2.8253 3.4153 -1.6181  -0.393
C27 -3.0392 4.7395 -1.2483  -0.107
C28 -3.1825 5.7223 -2.2186  -0.080
As1 -2.7203 1.9333 -0.3475  1.386
C29 -3.0274 2.7893 1.3699  -0.330
C30 -2.0908 3.4292 2.1715  -0.106
C31 -2.4675 3.9336 3.4096  -0.085
C32 -3.7785 3.7859 3.8477  -0.073
C33 -4.7122 3.1262 3.0632  -0.018
C34 -4.3405 2.6095 1.8259  -0.191
C35 -5.2284 1.8895 0.8894  -0.197
C36 -6.5673 1.5790 1.1100  -0.021
C37 -7.2982 0.9436 0.1177  -0.076
C38 -6.7060 0.6236 -1.0995  -0.083
C39 -5.3633 0.9040 -1.3140  -0.107
C40 -4.6242 1.5250 -0.3182  -0.335
H15 -3.2286 6.1538 -4.3201  0.105
H16 -2.8409 3.8056 -4.9864  0.104
H17 -2.5513 2.0633 -3.2680  0.096
H18 -3.1074 5.0051 -0.1992  0.099
H19 -3.3590 6.7489 -1.9237  0.105
H20 -1.0639 3.5366 1.8401  0.085
H21 -1.7421 4.4395 4.0341  0.103
H22 -4.0718 4.1825 4.8110  0.107
H23 -5.7293 3.0204 3.4189  0.109
H24 -7.0461 1.8344 2.0471  0.107
H25 -8.3372 0.6959 0.2921  0.105
H26 -7.2915 0.1497 -1.8769  0.104
H27 -4.8968 0.6268 -2.2528  0.105

Atoms 1-2, force components in eV/Å:
Pt 1.10 -1.24 -1.90
O -0.81 0.32 0.57

## Properties
E_tot in a.u.: -4654.581607
HOMO level in eV: -10.165
Charge: +1

# 3
Molecular formula: C9H36B3ClHfO9S3
Method: DFT, ωB97M-V/def2-TZVPD

Last column: Löwdin charge in e.
Cartesian coordinates (Å):
Hf1 -17.9940 1.4051 -31.4421  2.049
B1 -21.2969 1.4114 -33.1404  -0.332
H1 -20.3701 1.3483 -33.6893  -0.089
H2 -21.3366 2.4307 -32.7887  -0.067
H3 -22.1242 1.0004 -33.6979  -0.029
H4 -21.0595 0.7281 -32.3397  -0.090
B2 -14.7690 3.2214 -31.0609  -0.333
H5 -15.1566 4.1527 -31.4439  -0.059
H6 -13.7057 3.2465 -30.8794  -0.029
H7 -15.3717 2.9034 -30.2243  -0.088
H8 -14.9024 2.5086 -31.8599  -0.078
B3 -19.2403 1.0061 -28.0456  -0.330
H9 -19.8090 1.6402 -28.7079  -0.080
H10 -19.8183 0.9646 -27.1354  -0.009
H11 -19.2067 0.0635 -28.5697  -0.079
H12 -18.2887 1.4754 -27.8500  -0.064
Cl1 -16.3855 -1.2788 -34.2798  -0.292
O1 -18.1750 5.9382 -30.0803  -0.337
S1 -18.4705 7.0712 -29.1479  0.723
O2 -19.4734 6.9799 -28.0991  -0.289
O3 -17.0682 7.4161 -28.2663  -0.302
C1 -15.8241 7.8231 -28.7814  -0.289
C2 -15.6595 9.1203 -28.0492  -0.075
C3 -18.5686 8.7185 -29.9688  -0.101
H13 -15.8370 7.7515 -29.8690  0.119
H14 -15.0258 7.1740 -28.4217  0.123
H15 -15.6495 8.8177 -27.0022  0.090
H16 -16.4447 9.8579 -28.2152  0.068
H17 -14.6865 9.5860 -28.2055  0.081
H18 -19.5199 9.0341 -30.3971  0.074
H19 -17.7828 8.7070 -30.7241  0.062
H20 -18.2199 9.4893 -29.2814  0.052
O4 -13.1865 -2.7102 -28.4087  -0.288
S2 -13.4627 -1.3238 -28.1475  0.709
O5 -14.7228 -0.7635 -28.7530  -0.329
O6 -13.6745 -1.0773 -26.4765  -0.266
C4 -12.7278 -1.5576 -25.5741  -0.338
C5 -12.4455 -0.4803 -24.5805  -0.069
C6 -11.9237 -0.3786 -28.3803  -0.108
H21 -11.7838 -1.7724 -26.0750  0.099
H22 -13.0749 -2.5106 -25.1750  0.129
H23 -11.8405 -0.7680 -23.7207  0.086
H24 -13.3982 -0.1221 -24.1904  0.082
H25 -12.0930 0.4196 -25.0845  0.079
H26 -11.1106 -0.6898 -27.7245  0.062
H27 -12.0593 0.6348 -28.0027  0.075
H28 -11.6724 -0.4813 -29.4360  0.076
O7 -16.7263 3.9144 -35.3891  -0.343
S3 -16.2422 5.1325 -36.0687  0.685
O8 -16.1426 6.3077 -35.2400  -0.286
O9 -14.7783 4.8522 -36.9111  -0.266
C7 -14.6235 3.6446 -37.6569  -0.301
C8 -13.5519 2.7494 -37.1086  -0.062
C9 -17.4980 5.4768 -37.3654  -0.101
H29 -14.4351 3.8647 -38.7077  0.120
H30 -15.6218 3.2070 -37.6545  0.105
H31 -13.6610 2.7216 -36.0244  0.084
H32 -12.5022 2.9360 -37.3352  0.081
H33 -13.7851 1.7534 -37.4852  0.083
H34 -16.9297 5.8728 -38.2070  0.064
H35 -18.1931 6.1729 -36.8958  0.068
H36 -18.0365 4.5853 -37.6869  0.067

Atoms 1-2, force components in eV/Å:
Hf -0.42 -0.12 0.64
B 0.01 1.56 1.05

## Properties
E_tot in a.u.: -2817.972950
HOMO level in eV: -10.559
Charge: 0

# 4
Molecular formula: FH20O10
Method: DFT, ωB97M-V/def2-TZVPD

Last column: Löwdin charge in e.
Cartesian coordinates (Å):
F1 12.4470 -8.5270 10.7490  -0.432
O1 11.7620 -10.7700 11.7030  -0.052
H1 12.1430 -9.9020 11.4620  -0.017
H2 11.4960 -11.1360 10.9000  0.005
O2 14.3480 -7.5300 12.2770  -0.042
H3 15.1720 -7.4110 11.7690  0.068
H4 13.7050 -7.8520 11.6930  -0.063
O3 13.4840 -7.5980 7.7510  -0.084
H5 14.2940 -7.1300 7.9460  0.015
H6 13.5190 -8.5430 8.0540  -0.004
O4 14.6710 -10.4520 12.7110  -0.035
H7 14.3480 -9.6000 12.6250  -0.056
H8 15.0820 -10.5630 11.8330  0.037
O5 11.5100 -7.2570 12.8170  -0.049
H9 12.0010 -7.5840 12.0810  -0.056
H10 11.9010 -6.4240 13.0940  0.052
O6 10.6140 -8.8360 8.7990  -0.071
H11 9.8570 -8.5530 9.3600  0.019
H12 11.4360 -8.7280 9.2760  -0.037
O7 13.6590 -10.0720 8.9200  -0.047
H13 14.5260 -10.3120 9.2890  0.061
H14 13.1760 -9.6360 9.6140  -0.024
O8 9.2050 -9.3640 11.4910  -0.042
H15 10.0450 -9.7790 11.6260  -0.017
H16 8.6490 -9.6690 12.2120  0.046
O9 9.7510 -6.6100 10.5950  -0.075
H17 10.0760 -7.3100 11.2100  0.020
H18 9.3760 -5.9560 11.1910  0.056
O10 12.2840 -6.0400 10.1210  -0.096
H19 11.3750 -6.0080 10.3690  -0.051
H20 12.4470 -6.9930 10.3130  -0.030

Atoms 1-2, force components in eV/Å:
F 0.58 -0.46 0.07
O 0.21 0.57 2.23

## Properties
E_tot in a.u.: -864.356915
HOMO level in eV: -6.349
Charge: -1

# 5
Molecular formula: C6H4O
Method: DFT, ωB97M-V/def2-TZVPD

Last column: Löwdin charge in e.
Cartesian coordinates (Å):
C1 1.9121 1.0183 -0.3996  0.118
C2 0.8397 0.5934 -0.0730  -0.136
C3 -0.3742 0.1115 0.5945  -0.247
C4 -0.6456 -1.3211 0.0869  -0.118
C5 -0.9162 -2.4438 -0.2622  0.097
C6 -1.7222 1.0017 0.1803  -0.185
O1 -2.6007 0.7489 -0.6009  0.079
H1 2.4342 1.5044 -1.1707  0.027
H2 -0.1442 0.1847 1.7200  0.166
H3 -1.0391 -3.5357 -0.5650  0.069
H4 -1.6168 2.0217 0.6772  0.130

Atoms 1-2, force components in eV/Å:
C -0.69 0.28 -0.94
C -0.89 0.06 1.12

## Properties
E_tot in a.u.: -306.076984
HOMO level in eV: -9.990
Charge: 0

# 6
Molecular formula: C3H9N3O2
Method: DFT, ωB97M-V/def2-TZVPD

Last column: Löwdin charge in e.
Cartesian coordinates (Å):
C1 0.7722 -0.2840 1.2292  -0.308
C2 0.3789 -0.8363 -1.3813  0.033
N1 -0.3025 0.2655 -1.2935  -0.235
N2 -1.7019 0.1508 -1.2248  0.075
C3 0.4563 1.2295 -0.3723  -0.287
O1 -0.5842 -0.7717 1.3510  -0.095
O2 1.7018 -1.3098 1.5572  -0.053
N3 -0.1283 2.2235 0.1751  0.114
H1 -0.7617 -1.0054 2.2760  0.090
H2 1.5714 -2.0401 0.9432  0.071
H3 0.9619 0.4934 1.9735  0.101
H4 -2.1062 1.0341 -1.5110  0.085
H5 -1.9429 -0.0619 -0.2550  0.074
H6 -1.1432 2.1767 0.1623  0.041
H7 -0.1201 -1.7550 -1.6597  0.095
H8 1.4526 -0.7821 -1.2908  0.079
H9 1.4960 1.2728 -0.6791  0.118

Atoms 1-2, force components in eV/Å:
C -0.26 -1.22 0.99
C 0.84 -1.53 0.20

## Properties
E_tot in a.u.: -434.233693
HOMO level (alpha / beta) in eV: -6.330 / -7.547
Charge: 0

# 7
Molecular formula: C31H58Br12HgN3O3
Method: DFT, ωB97M-V/def2-TZVPD

Last column: Löwdin charge in e.
Cartesian coordinates (Å):
Hg1 -6.3326 -9.9350 -1.0332  1.293
C1 -9.0683 -6.3979 -2.9517  -0.051
C2 -7.9461 -7.4743 -3.0457  -0.481
C3 -6.9032 -7.1062 -4.1206  -0.121
C4 -5.9097 -6.0206 -3.7288  -0.218
C5 -5.3209 -6.2959 -2.3545  -0.140
C6 -6.3806 -6.6824 -1.2946  -0.519
N1 -7.1994 -7.7714 -1.8121  -0.191
O1 -7.9754 -8.4083 -0.7443  -0.415
C7 -7.1386 -5.4244 -0.7942  -0.231
C8 -5.5201 -7.1463 -0.0861  -0.135
C9 -8.5704 -8.7663 -3.5726  -0.071
H1 -9.6157 -6.4024 -3.8931  0.087
H2 -8.6777 -5.3926 -2.8129  0.062
H3 -9.6924 -6.6319 -2.0921  -0.023
H4 -7.4800 -6.6563 -4.9395  0.119
H5 -6.4286 -7.9775 -4.5714  0.111
H6 -6.4065 -5.0437 -3.6802  0.090
H7 -5.1411 -5.8528 -4.4826  0.022
H8 -4.6464 -5.5022 -2.0178  0.109
H9 -4.6264 -7.1454 -2.3915  0.116
H10 -6.5767 -4.9074 -0.0278  0.022
H11 -8.1592 -5.7074 -0.5334  -0.036
H12 -7.2310 -4.7892 -1.6754  0.054
H13 -4.7395 -6.4317 0.1796  0.100
H14 -4.9071 -8.0106 -0.3833  0.043
H15 -6.1659 -7.4277 0.7433  -0.058
H16 -9.3169 -9.1807 -2.8965  0.013
H17 -7.8505 -9.5266 -3.8782  0.041
H18 -9.0627 -8.5557 -4.5304  0.098
C10 -3.0078 -10.7671 -1.1127  -0.054
C11 -3.2948 -10.9837 0.3782  -0.516
C12 -2.6648 -9.7755 1.1104  -0.157
C13 -3.1471 -9.5560 2.5145  -0.188
C14 -4.6747 -9.7274 2.6558  -0.133
C15 -5.2516 -11.0301 2.0001  -0.489
N2 -4.7437 -11.0214 0.6213  -0.256
O2 -5.3475 -12.0010 -0.2106  -0.282
C16 -6.7543 -10.6620 1.9661  -0.073
C17 -5.0707 -12.3331 2.7959  -0.030
C18 -2.5694 -12.2509 0.8176  -0.045
H19 -3.2557 -11.6270 -1.7318  0.075
H20 -1.9407 -10.5602 -1.2558  0.083
H21 -3.4657 -9.8634 -1.5304  0.062
H22 -2.6977 -8.8578 0.5133  0.107
H23 -1.5793 -9.9383 1.1421  0.115
H24 -2.8139 -8.5965 2.9196  0.106
H25 -2.7313 -10.2828 3.2255  0.101
H26 -5.0663 -8.9060 2.0523  0.082
H27 -4.9525 -9.5692 3.6990  0.117
H28 -7.0034 -9.6627 1.5991  0.036
H29 -7.0813 -10.6762 3.0081  0.081
H30 -7.2962 -11.3673 1.3315  0.081
H31 -4.2944 -12.3358 3.5617  0.072
H32 -5.1071 -13.2574 2.2206  0.081
H33 -5.9920 -12.4493 3.3824  0.068
H34 -2.3965 -12.3636 1.8940  0.071
H35 -1.5651 -12.2812 0.3829  0.078
H36 -3.0508 -13.1941 0.5522  0.082
C19 -9.0249 -12.0172 -4.2018  -0.043
C20 -7.9579 -13.0221 -3.7390  -0.504
C21 -8.1018 -14.3120 -4.6004  -0.143
C22 -7.4048 -14.1440 -5.9528  -0.192
C23 -5.9734 -13.6106 -5.7989  -0.142
C24 -5.8479 -12.3392 -4.9498  -0.519
N3 -6.6212 -12.4788 -3.7438  -0.174
O3 -6.4081 -11.4754 -2.8042  -0.350
C25 -6.2505 -11.1054 -5.8187  -0.041
C26 -4.3700 -12.1311 -4.6175  -0.055
C27 -8.3126 -13.4692 -2.3108  -0.046
H37 -9.0784 -11.1822 -3.5006  0.039
H38 -10.0864 -12.2972 -4.2333  0.081
H39 -8.8196 -11.6032 -5.1899  0.063
H40 -9.1590 -14.5000 -4.7947  0.107
H41 -7.6805 -15.1737 -4.0795  0.112
H42 -7.9493 -13.4229 -6.5721  0.097
H43 -7.4675 -15.0903 -6.4976  0.099
H44 -5.6261 -13.4090 -6.8160  0.111
H45 -5.3427 -14.3910 -5.3652  0.112
H46 -7.1735 -11.2152 -6.3907  0.060
H47 -5.4931 -10.9228 -6.5903  0.069
H48 -6.2723 -10.2157 -5.1879  0.050
H49 -4.0116 -12.9781 -4.0223  0.084
H50 -4.1673 -11.2744 -3.9738  0.060
H51 -3.7297 -12.0496 -5.4986  0.075
H52 -7.4993 -13.8122 -1.6712  0.084
H53 -9.1648 -14.1495 -2.2465  0.074
H54 -8.6301 -12.5629 -1.7790  0.063
C28 -3.3682 -4.1161 -5.9852  -1.602
Br1 -4.9006 -4.5998 -7.1048  0.575
Br2 -2.1985 -5.5849 -5.5974  0.593
Br3 -3.9289 -3.2166 -4.3663  0.600
H55 -2.7618 -3.4031 -6.5250  -0.041
C29 -9.2425 -2.7066 0.9586  -1.538
Br4 -7.5090 -2.2949 0.1412  0.601
Br5 -10.5795 -3.2890 -0.3749  0.542
Br6 -9.8279 -1.1710 1.9795  0.551
H56 -9.1325 -3.5414 1.6387  -0.059
C30 -11.3166 -7.5688 -0.3298  -1.578
Br7 -12.1842 -7.4871 1.3895  0.544
Br8 -12.0739 -6.2941 -1.5943  0.574
Br9 -11.3532 -9.3679 -1.0334  0.641
H57 -10.2990 -7.2530 -0.1345  -0.098
C31 -8.0368 -6.9191 3.3113  -1.472
Br10 -8.0181 -6.6718 1.3366  0.909
Br11 -9.7367 -7.6601 3.9666  0.518
Br12 -7.6824 -5.2691 4.1957  0.580
H58 -7.2365 -7.6268 3.4753  -0.037

Atoms 1-2, force components in eV/Å:
Hg -0.34 -2.28 -0.37
C 1.12 -0.43 0.29

## Properties
E_tot in a.u.: -32647.255453
HOMO level in eV: -2.830
Charge: -1

# 8
Molecular formula: C5H9B
Method: DFT, ωB97M-V/def2-TZVPD

Last column: Löwdin charge in e.
Cartesian coordinates (Å):
B1 -0.3159 0.2231 0.3191  -0.347
C1 1.3538 -0.8638 -1.2365  -0.201
C2 1.1588 -1.8863 -0.4053  0.047
C3 0.6516 0.3913 -0.9793  -0.147
C4 -0.1947 -1.1744 0.8711  0.029
C5 -1.2463 1.4327 0.7141  -0.030
H1 1.9176 -0.8114 -2.1705  0.104
H2 1.4786 -2.9540 -0.2584  0.079
H3 0.1907 0.7395 -1.8277  0.082
H4 1.3147 1.1060 -0.6915  0.078
H5 0.4163 -1.4070 1.6332  0.016
H6 -1.1381 -1.6959 1.1159  0.088
H7 -0.7597 2.4373 0.6274  0.074
H8 -1.9371 1.4935 1.5841  0.062
H9 -1.8733 1.2575 -0.1534  0.065

Atoms 1-2, force components in eV/Å:
B 0.68 1.12 -0.50
C 0.23 -1.45 -0.11

## Properties
E_tot in a.u.: -220.651801
HOMO level in eV: -9.178
Charge: 0